The following is a DFT calculation (ωB97M-V with the def2-TZVPD basis set) of C3H2O2Y as an isolated structure in a non-equilibrium geometry.

ORCA input file:
```
! RIJCOSX wB97M-V def2-TZVPD def2/J DEFGRID3
* xyz 3 1
H 1.210 1.404 0.907
C 0.200 1.193 0.589
C -1.033 1.152 0.417
Y -3.159 2.188 0.700
O 1.298 -1.078 -0.538
H 2.008 -1.585 -0.078
O -0.837 -1.602 -0.990
C 0.312 -1.672 -1.007
*
```

Properties
lowest unoccupied orbital energy = -15.1 eV
energy above the lowest of the compared OMol25 structures with the same formula, charge and spin = 0.00 kcal/mol

***

The following is a DFT calculation (ωB97M-V with the def2-TZVPD basis set) of a 6-piece molecular cluster, C12H36O6S6 overall in a non-equilibrium geometry.

ORCA input file:
```
! RIJCOSX wB97M-V def2-TZVPD def2/J DEFGRID3
* xyz 0 1
C -1.742 1.537 -3.595
S -3.092 2.421 -4.382
O -3.226 1.457 -5.523
C -4.420 1.945 -3.197
H -1.822 1.820 -2.626
H -0.677 1.897 -3.759
H -2.073 0.573 -3.516
H -5.137 2.487 -3.674
H -3.999 2.416 -2.249
H -4.906 1.018 -3.363
C 3.392 -2.238 -3.758
S 2.734 -1.208 -4.927
O 1.182 -1.571 -4.899
C 2.820 0.242 -3.904
H 3.775 -3.179 -4.301
H 2.910 -2.329 -2.896
H 4.282 -1.867 -3.345
H 2.720 0.131 -2.785
H 2.191 1.132 -4.346
H 3.883 0.608 -3.994
C 3.868 -0.152 3.677
S 4.537 0.584 5.177
O 3.284 1.025 5.893
C 4.835 -0.833 6.142
H 2.883 -0.677 3.872
H 4.631 -0.623 3.297
H 3.561 0.643 3.171
H 4.828 -0.528 7.134
H 5.729 -1.450 5.925
H 3.825 -1.562 6.019
C 1.208 2.024 1.482
S 1.719 0.437 0.829
O 1.041 -0.551 1.713
C 0.705 0.630 -0.666
H 1.397 2.835 0.908
H 1.707 2.296 2.438
H 0.030 2.103 1.275
H 0.873 -0.288 -1.306
H 0.932 1.621 -1.304
H -0.425 0.853 -0.520
C -4.534 3.245 3.636
S -5.171 3.021 1.988
O -5.063 4.349 1.312
C -3.905 1.987 1.371
H -5.331 3.495 4.470
H -3.900 4.006 3.587
H -3.946 2.360 3.878
H -2.857 2.387 1.428
H -3.877 2.045 0.292
H -4.091 0.852 1.875
C 0.267 -3.944 -1.274
S -1.151 -5.063 -0.983
O -0.599 -6.352 -0.427
C -1.796 -4.209 0.455
H 0.827 -4.531 -1.964
H 1.019 -3.756 -0.303
H -0.088 -3.037 -1.624
H -2.124 -3.268 0.112
H -1.034 -4.503 1.200
H -2.598 -4.774 0.838
*
```

Properties
lowest unoccupied orbital energy = -0.1 eV
energy above the lowest of the compared OMol25 structures with the same formula, charge and spin = 175.63 kcal/mol